[1]
The following is a quantum chemistry calculation of a molecular structure, C5H8N, from OMol25.

The calculation puts the largest force on an atom at 4.90 eV/Å. The multiplicity is 1. The calculation puts the total energy at -249.6508 Ha. Its energy above the lowest of the compared OMol25 structures with the same formula, charge and spin is 109.4 kcal per mole. Its total charge is +1.

Structure (XYZ):
```
14
Properties=species:S:1:pos:R:3:forces:R:3:lowdin_charge:R:1
H 1.89298 -0.04612 -1.73582 -0.5393 -0.1146 -0.4051 0.135
C -1.09848 0.11570 0.98369 -0.1942 -1.3350 -3.8846 -0.050
H -0.76029 1.82003 2.02188 0.5663 0.9158 0.3788 0.147
H -1.12057 -0.52648 1.77096 -0.5878 -1.3451 2.5289 0.127
C -1.14051 -0.50270 -0.47189 2.4044 0.8919 0.6603 0.065
H 1.53144 -1.75125 -1.31861 -1.4206 -0.1155 -0.6481 0.109
H -1.12467 -1.67768 -0.61106 -0.6784 2.7187 0.2470 0.166
H -0.79945 2.07193 0.22770 -0.6810 1.9228 -2.1271 0.118
H -1.79923 0.22141 -1.06778 1.0922 -1.7862 0.1564 0.142
C -0.66952 1.45803 1.02373 -1.1349 -1.0424 2.5593 -0.024
C 0.49606 -0.11197 -0.23753 -3.7434 -2.3219 -2.1359 -0.161
C 1.60106 -0.74378 -0.93867 0.3484 0.2438 -0.8874 0.024
N 0.46122 0.56323 0.85498 2.9044 0.7889 1.3782 0.123
H 2.52996 -0.89037 -0.50157 1.6639 0.5787 2.1793 0.079
```
Positions in Å, forces in eV/Å.

=====

[2]
The following is a quantum chemistry calculation of 2 unconnected molecules or ions with the total composition C6H9N2O2, from OMol25.

The calculation puts the largest force on an atom at 6.19 eV/Å. The multiplicity is 1. The calculation puts the total energy at -493.9967 Ha. Its energy above the lowest of the compared OMol25 structures with the same formula, charge and spin is 79.1 kcal per mole. Its total charge is -1.

Structure (XYZ):
```
19
Properties=species:S:1:pos:R:3:forces:R:3:lowdin_charge:R:1
C 2.60583 -0.67997 -2.92452 -5.4997 -1.6716 2.2917 -0.874
O 2.89379 -1.74042 -2.37159 2.4691 -1.7105 -0.0272 -0.105
H 0.60944 0.34483 -2.76792 0.0982 -0.5618 -0.2723 0.023
H 0.65923 -0.73116 2.73207 -3.0327 1.5712 -2.2405 0.170
H -2.92479 -0.62048 3.38969 -0.1685 -0.7391 -1.4226 0.066
H 0.81539 -0.84321 -4.11838 -0.6144 0.1213 -0.7298 0.024
H -2.12175 0.55976 3.98585 1.5160 1.0443 1.3071 0.037
C 1.02070 -0.62932 -3.08788 0.0776 -1.3642 0.2647 -0.069
H 0.71674 -1.52526 -2.48503 -0.4625 1.1340 -0.4664 0.060
H 1.45138 0.19761 0.44845 0.7620 -0.7609 0.3730 0.122
O 3.05836 0.41339 -2.98625 3.9013 4.1021 -0.9847 -0.047
C -0.40572 1.11255 0.01873 0.0917 -4.1966 3.2372 -0.096
C -1.42821 0.39271 1.94205 2.8910 -1.1207 -1.4966 -0.357
C -2.44843 0.28858 3.02769 -1.2209 1.0702 -0.4482 -0.078
N 0.50660 0.19775 0.76299 -3.1849 3.1396 -1.6577 0.023
N -1.56398 1.07853 0.73686 0.7343 1.0196 -1.0468 0.031
C -0.13293 -0.16660 1.92005 2.8097 -0.8344 1.8327 -0.113
H -0.10470 1.28872 -1.06030 -1.0292 0.2676 1.6700 0.108
H -3.20696 1.06198 2.83743 -0.1381 -0.5099 -0.1838 0.076
```
Positions in Å, forces in eV/Å.

=====

[3]
The following is a quantum chemistry calculation of a molecular structure, C15H21AlF4N2O, from OMol25.

The calculation puts the largest force on an atom at 4.77 eV/Å. The multiplicity is 1. The calculation puts the total energy at -1410.8458 Ha. Its total charge is 0.

Structure (XYZ):
```
44
Properties=species:S:1:pos:R:3:forces:R:3:lowdin_charge:R:1
C 2.64577 -2.55168 3.44083 -0.2779 -0.4257 0.7852 0.059
H -1.76328 0.91557 1.23180 0.1493 -0.3092 -0.8348 0.111
F -7.32827 3.20531 -4.10839 0.6806 -0.6856 1.1638 -0.240
C 3.07738 3.09899 1.10750 0.1245 -0.0601 1.3545 -0.185
F -5.01399 3.04456 -2.41594 -1.0169 -0.6116 -0.1760 -0.250
O -1.37592 0.43877 0.47107 0.3725 0.5561 0.1592 -0.084
H -3.11174 1.13697 -2.42783 0.4576 -0.7145 1.1186 0.097
H 0.14534 -4.74721 0.01850 0.5603 0.9914 0.9007 0.120
H -0.46356 0.73602 -2.62022 0.4194 0.7638 1.1704 0.134
C 1.81604 -3.17209 2.80298 0.0690 -1.4553 -0.2309 -0.140
H 0.94192 2.84878 0.59819 1.2165 -0.5741 -0.4848 0.142
C -0.23860 1.26020 -1.63505 0.2473 -1.4633 0.3772 -0.077
H -1.84806 2.24473 -0.48005 0.2020 -1.0187 -0.3628 0.150
C 0.90908 -4.24535 2.08855 -0.0355 1.7309 0.3796 -0.176
H -3.68976 0.60131 -0.79277 1.0288 -0.0104 -0.9284 0.103
C 1.93163 -3.40634 -0.24922 -0.5911 1.0460 1.0021 -0.116
H 3.55547 0.56897 1.13605 -0.4726 -0.5328 -0.2597 0.174
H -0.13201 -3.03051 0.57897 0.7947 -0.9688 -0.1266 0.108
C 0.62162 -3.87556 0.57119 0.1598 -0.0991 -0.2839 -0.191
C 2.92285 3.29255 2.46551 0.1808 -0.3696 -1.3960 0.008
C 1.91333 -1.81678 -0.21875 -0.8543 0.0624 -1.2567 -0.179
C 0.84566 0.40485 -0.89793 1.3095 -2.7249 0.4376 -0.064
H -2.67549 -0.54763 -1.75265 0.1953 1.1985 0.2075 0.087
C 0.82415 -1.09776 -1.01616 2.7309 3.1660 2.2985 0.132
H 3.32547 -2.14647 4.23278 -1.0567 -0.3814 -1.5364 0.052
H -0.08831 -4.17578 2.63220 1.2658 -0.4536 -0.6282 0.119
C -2.80603 0.54819 -1.50474 -0.4631 0.4017 0.2012 -0.048
C 1.93561 0.99234 -0.01112 -2.0912 -1.6570 -2.0158 -0.063
C -1.57823 1.18420 -0.75272 -1.2355 0.7225 -0.3119 -0.379
N 2.87101 -1.19957 0.52021 -1.9022 -0.9311 -1.6962 0.120
H 2.17126 2.73329 3.09261 0.3258 1.2263 -0.9283 0.082
Al -6.62096 2.39071 -2.72696 -0.4203 0.0744 -0.1192 -0.004
H 4.10859 3.33036 0.69534 -1.6993 0.3199 0.0628 0.113
H 0.10619 2.30725 -1.85190 -0.4361 -1.0797 0.3468 0.115
N 2.81756 0.11464 0.56926 -1.0525 2.9281 -0.5214 0.065
H 2.85565 -3.77255 0.27819 -0.8664 0.4420 -0.6443 0.117
H 1.91020 -3.79413 -1.30440 -0.0038 0.5660 1.0372 0.117
H 1.99105 3.07949 -0.84690 0.1571 -0.9567 1.1575 0.136
F -6.48784 0.67143 -3.06206 0.0803 1.3542 0.3275 -0.247
H 0.06625 -1.64082 -1.63943 0.9206 0.6078 0.7712 0.143
H 1.35783 -5.27156 2.21523 -0.3810 1.2191 -0.0949 0.120
F -7.63303 2.63498 -1.31543 0.9467 -0.2185 -1.1128 -0.243
H 3.58897 4.03033 2.98431 -0.3018 -1.3625 -0.3617 0.073
C 1.94870 2.54727 0.15783 0.5631 -0.3126 1.0525 -0.112
```
Positions in Å, forces in eV/Å.

=====

[4]
The following is a quantum chemistry calculation of C3H6ClF in the gas phase, from OMol25.

The calculation puts the largest force on an atom at 4.37 eV/Å. The multiplicity is 1. The calculation puts the total energy at -677.9335 Ha. Its energy above the lowest of the compared OMol25 structures with the same formula, charge and spin is 14.9 kcal per mole. Its structure (SMILES) is C[C@@H](Cl)CF. Its total charge is 0.

Structure (XYZ):
```
11
Properties=species:S:1:pos:R:3:forces:R:3:lowdin_charge:R:1
F 0.70695 -0.02547 -1.70891 1.2640 -1.0060 -1.4922 -0.041
C -1.22102 -0.97946 -0.49186 -0.5427 -3.1206 3.0173 -0.135
H -0.54479 -1.85745 -0.57339 0.2694 0.9381 -0.0377 0.082
H -2.05453 -1.53572 0.11113 1.0517 1.7319 -0.8281 0.114
H -0.15831 1.65637 -1.45403 -1.8123 2.1852 -1.5419 0.085
C -0.59701 0.23977 0.17823 -1.5805 1.6950 -1.5501 -0.769
H 1.17954 1.39774 -0.39482 -0.2625 -0.0634 -0.1075 0.103
C 0.30064 0.95426 -0.88249 0.6848 -1.3831 2.7913 -0.268
H -1.40808 0.92214 0.56725 0.8280 -0.5892 -0.6381 0.111
Cl 0.42775 -0.04932 1.51577 0.8588 -1.0088 1.8468 0.667
H -1.54384 -0.80280 -1.46728 -0.7586 0.6210 -1.4597 0.050
```
Positions in Å, forces in eV/Å.

=====

[5]
The following is a quantum chemistry calculation of 6 unconnected molecules or ions with the total composition C6H16Cl6N3O6, from OMol25.

The calculation puts the largest force on an atom at 10.21 eV/Å. The multiplicity is 1. The calculation puts the total energy at -3614.8204 Ha. Its energy above the lowest of the compared OMol25 structures with the same formula, charge and spin is 47.3 kcal per mole. Its total charge is -1.

Structure (XYZ):
```
37
Properties=species:S:1:pos:R:3:forces:R:3:lowdin_charge:R:1
C -2.53279 1.94417 -4.54444 1.2438 -0.9053 0.1588 -0.681
Cl -0.01248 -2.01527 -0.09195 0.2445 -0.2298 -0.2733 0.623
O 4.93121 -0.03466 -2.58312 -0.8701 0.5269 -4.4149 -0.085
H -1.14155 -3.79240 1.95119 0.5171 0.4215 -0.2810 0.076
H -3.82020 0.25356 -4.13486 -0.1401 0.3634 0.3070 0.052
H -1.02276 0.24649 5.41369 -0.0486 -0.1910 -0.6640 0.060
H -0.10831 1.39613 -1.52628 0.1278 -0.1972 -0.2239 0.072
Cl -2.47764 0.53320 -2.17391 -0.2590 -0.1454 -0.9078 0.532
H 0.03343 0.29969 -0.26743 -0.6728 0.1523 0.1699 -0.019
H 0.33205 -4.31753 -0.07361 -0.1452 -0.0609 -0.1311 0.083
O 3.06110 3.51589 2.27644 -1.8913 5.2925 2.7870 -0.056
Cl -0.71603 0.75445 2.54938 -1.5259 0.8487 -1.7384 0.611
C -2.77318 0.51835 -3.98746 -0.4498 0.1352 0.4196 -0.577
O 3.38137 1.82151 1.37537 -1.2841 -4.3136 -2.6604 -0.059
H -1.90444 -4.94555 0.96472 0.5745 -0.3937 -0.3927 0.067
H 1.39253 0.59755 3.48155 0.0253 -0.1841 -0.1702 0.073
C -1.49961 -3.93407 0.93148 -0.6744 -1.8462 1.7624 -0.762
H -1.08736 -3.89837 -1.11206 0.3177 0.1704 -0.0783 0.078
Cl 0.12475 2.27828 5.17564 -0.1160 0.0602 0.3979 0.527
N 3.98556 -0.06552 -1.78054 4.7988 -0.4099 0.2661 -0.691
H 0.80845 1.73772 -0.15541 0.5047 1.3465 1.1569 0.051
C -0.01568 0.48687 5.07295 0.5342 0.5556 0.3775 -0.627
N 2.55352 2.73593 1.50085 9.4461 -1.5633 3.5492 -0.706
H 1.35183 0.58853 -1.08324 1.5749 -0.4474 -1.3826 0.059
O 4.41211 -0.19020 -0.68437 -0.7168 -0.6771 5.8829 -0.016
C 0.42051 0.13445 3.65127 0.6351 -0.8638 1.5221 -0.715
H 0.44444 -0.93471 3.44053 0.3299 -0.0454 0.4383 0.064
Cl -3.80573 2.96453 -3.93494 -0.7757 0.7221 -0.0113 0.572
H 0.65872 0.10994 5.84185 0.2044 -0.1549 -0.3004 0.064
N 0.48816 1.02825 -0.79896 -0.5000 -0.6055 0.4326 0.274
O 2.79760 -0.01921 -2.00687 -3.6914 0.4152 -1.8475 -0.085
H -2.43063 2.04221 -5.62520 -0.6074 -0.4812 -0.0685 0.074
Cl -2.94049 -3.02247 0.75287 -1.6910 1.3903 -0.1573 0.595
O 1.56747 2.87732 0.91235 -6.8310 0.7199 -3.6007 -0.027
C -0.56874 -3.71168 -0.17170 0.8862 0.2975 -0.3983 -0.626
H -1.60479 2.39725 -4.19567 0.0590 -0.4001 0.3294 0.060
H -2.28255 -0.38076 -4.36026 0.8666 0.6974 -0.2547 0.069
```
Positions in Å, forces in eV/Å.

=====

[6]
The following is a quantum chemistry calculation of 2 unconnected molecules or ions with the total composition C2H6OS, from OMol25.

The calculation puts the largest force on an atom at 0.65 eV/Å. The multiplicity is 1. The calculation puts the total energy at -553.1830 Ha. Its energy above the lowest of the compared OMol25 structures with the same formula, charge and spin is 12.8 kcal per mole. Its structure (SMILES) is C=CO.S. Its total charge is 0.

Structure (XYZ):
```
10
Properties=species:S:1:pos:R:3:forces:R:3:lowdin_charge:R:1
C -2.19034 -2.19420 -0.15920 -0.4393 -0.2497 0.1374 0.002
S 1.94508 2.07506 1.38849 -0.5624 0.3169 0.0263 0.466
H -2.89472 -2.80467 -0.70974 0.0749 0.0132 -0.1078 0.059
H -0.88813 -0.53836 -2.43712 0.1160 0.0209 0.0145 0.092
H 3.02992 1.32755 1.33003 0.5081 -0.2324 -0.0164 -0.244
H 2.62841 3.22484 1.47276 0.0473 -0.0964 -0.0159 -0.224
H -2.24562 -2.25670 0.91769 0.2271 0.1413 -0.0183 0.049
C -1.34557 -1.39828 -0.78395 0.2280 0.0296 0.0975 -0.293
O -1.26438 -1.37215 -2.14685 -0.1218 0.0137 -0.1071 -0.013
H -0.62930 -0.77415 -0.25644 -0.0779 0.0429 -0.0101 0.104
```
Positions in Å, forces in eV/Å.